[1]
{
  "formula": "C6H10F3NO3P",
  "method": "the ωB97M-V functional and the def2-TZVPD basis",
  "elements": ["O", "P", "O", "O", "C", "C", "C", "N", "C", "F", "F", "F", "C", "C", "H", "H", "H", "H", "H", "H", "H", "H", "H", "H"],
  "coordinates": [[-2.411517, -0.724056, 3.576227], [-2.175263, -0.090136, 2.279620], [-3.442934, -0.055117, 1.303223], [-1.663721, 1.431193, 2.385745], [-0.875264, -0.952857, 1.361135], [-0.276591, -0.280348, 0.128429], [1.123737, 0.212494, 0.188402], [1.630231, 0.322750, -0.995607], [2.988300, 0.850911, -1.252094], [3.126293, 1.997782, -0.631379], [3.866563, -0.015759, -0.775412], [3.137770, 0.984304, -2.539520], [0.708934, -0.164054, -2.067390], [-0.269295, -1.011513, -1.237045], [-3.399002, 0.525324, 0.534645], [-1.900020, 2.015200, 1.656687], [-1.270811, -1.938560, 1.098733], [-0.101625, -1.126420, 2.118815], [-0.814470, 0.665949, -0.087630], [1.696725, 0.456709, 1.082849], [1.302028, -0.747182, -2.768039], [0.224477, 0.690163, -2.543266], [0.075129, -2.044329, -1.166442], [-1.279677, -1.002448, -1.650685]],
  "forces_ev_per_angstrom": [[0.109, 0.363, -0.918], [-0.321, -0.171, 0.858], [0.202, 0.043, 0.004], [0.129, -0.207, -0.300], [0.528, -0.370, 0.121], [-0.180, 0.315, -0.374], [0.286, -0.068, -0.336], [-0.227, -0.041, 0.655], [-0.018, -0.512, 0.412], [0.007, 0.331, 0.094], [0.006, -0.003, -0.010], [0.010, 0.148, -0.449], [-0.007, -0.483, 0.293], [-0.354, 0.284, -0.065], [-0.168, -0.035, 0.046], [-0.116, 0.153, 0.208], [0.021, 0.090, 0.053], [-0.082, -0.082, -0.102], [0.018, -0.032, 0.162], [-0.081, 0.170, -0.154], [-0.164, 0.179, -0.182], [0.193, -0.008, -0.067], [0.005, 0.071, 0.174], [0.206, -0.134, -0.121]],
  "largest_force_ha_per_bohr": 0.0193,
  "total_charge": 1,
  "e_homo_ev": -14.1,
  "e_above_lowest_ev": 0.000,
  "smiles": "O=P(O)(O)C[C@H]1C=[N+](C(F)(F)F)CC1",
  "total_energy_ev": -31453.4194,
  "homo_lumo_gap_ev": 8.6
}

---

[2]
{
  "formula": "C7H8F2OSi",
  "method": "the ωB97M-V functional and the def2-TZVPD basis",
  "elements": ["C", "O", "Si", "F", "F", "C", "C", "C", "C", "C", "C", "H", "H", "H", "H", "H", "H", "H", "H"],
  "coordinates": [[-0.649208, 1.826029, 2.909599], [-0.331108, 1.208216, 1.699270], [0.290398, 1.671973, 0.321585], [-0.677132, 2.968066, -0.509607], [1.685459, 2.539507, 0.453177], [0.179052, 0.180709, -0.718422], [1.141248, -0.101155, -1.700996], [1.032582, -1.188901, -2.593153], [0.058123, -2.112246, -2.372716], [-0.842563, -1.945796, -1.278352], [-0.809553, -0.757159, -0.512166], [-1.568471, 1.471338, 3.237654], [-0.458246, 2.863050, 2.818841], [0.034957, 1.286982, 3.715266], [2.025041, 0.618092, -1.790327], [2.013686, -1.247884, -3.068355], [-0.068906, -3.051516, -3.050254], [-1.660446, -2.610001, -1.095683], [-1.559090, -0.590806, 0.265886]],
  "forces_ev_per_angstrom": [[3.354, -2.264, 1.759], [-0.224, -0.357, -0.286], [-0.945, 3.945, -2.397], [1.899, -2.808, 2.010], [-1.363, -1.412, -0.074], [1.554, 0.059, -0.786], [0.323, 1.334, -0.133], [2.393, 1.820, 1.928], [-1.903, -2.623, -0.212], [0.539, 1.764, -0.860], [-0.633, -1.426, -0.181], [-2.185, 0.223, 0.187], [-0.291, 1.080, 0.580], [-0.855, 1.638, -1.388], [-1.281, -1.169, -0.055], [-0.890, -0.843, -1.146], [0.396, 1.791, 1.370], [-0.119, -0.559, -0.068], [0.231, -0.192, -0.249]],
  "largest_force_ha_per_bohr": 0.0916,
  "e_homo_ev": -9.6,
  "e_above_lowest_ev": 0.000,
  "smiles": "CO[Si](F)(F)c1ccccc1",
  "total_energy_ev": -22752.2523,
  "homo_lumo_gap_ev": 10.3
}